# 1
{"formula": "C21H41BInN6O2", "method": "ωB97M-V/def2-TZVPD", "total_charge": -1, "e_tot_ha": -1518.68386, "elements": ["C", "C", "C", "C", "In", "C", "C", "C", "O", "C", "B", "C", "O", "H", "H", "H", "H", "H", "H", "H", "H", "H", "H", "H", "H", "H", "H", "H", "H", "H", "H", "H", "H", "H", "H", "H", "C", "C", "N", "H", "H", "H", "C", "C", "N", "H", "H", "H", "C", "C", "N", "H", "H", "H", "C", "C", "N", "H", "H", "H", "C", "C", "N", "H", "H", "H", "C", "C", "N", "H", "H", "H"], "positions_angstrom": [[-1.3283, -3.5405, 4.8970], [-0.4657, -2.3051, 4.5922], [0.6828, -2.5689, 3.6141], [1.1683, -1.2821, 2.9297], [-0.3347, -0.4833, 1.4523], [-0.9498, 1.5530, 2.1167], [0.2476, 2.3063, 2.7475], [-2.0272, -1.9599, 1.4194], [-3.2506, -1.4288, 1.9583], [-4.2738, -2.3742, 2.1487], [0.7205, -0.2915, -0.6123], [2.2927, -0.1296, -0.7385], [0.0492, -0.2741, -1.8384], [-2.2104, -3.5735, 4.2522], [-1.6819, -3.5422, 5.9328], [-0.7572, -4.4605, 4.7337], [-0.0438, -1.9212, 5.5293], [-1.0953, -1.5029, 4.1901], [1.5063, -3.0426, 4.1750], [0.3551, -3.3005, 2.8630], [1.3517, -0.5325, 3.7109], [2.1065, -1.4698, 2.3959], [-1.3147, 2.1426, 1.2677], [-1.7750, 1.5175, 2.8360], [-0.0500, 2.9466, 3.5893], [0.7358, 2.9534, 2.0088], [1.0280, 1.6338, 3.1188], [-1.7421, -2.8520, 2.0009], [-2.2236, -2.3165, 0.3909], [-5.1974, -2.0299, 1.6642], [-4.0126, -3.3481, 1.7135], [-4.4878, -2.5210, 3.2148], [2.6539, -0.0485, -1.7730], [2.7423, -1.0016, -0.2496], [2.6090, 0.7509, -0.1679], [-0.8565, -0.5702, -1.7041], [-9.2054, -1.5720, 2.4031], [-8.1361, -2.4528, 2.8611], [-7.2948, -3.1425, 3.2254], [-8.8278, -0.9074, 1.6279], [-10.0256, -2.1624, 1.9987], [-9.5725, -0.9732, 3.2346], [1.6099, -1.5205, -4.4493], [3.0502, -1.7149, -4.5729], [4.1861, -1.8570, -4.6757], [1.2223, -1.0893, -5.3711], [1.1173, -2.4742, -4.2807], [1.3843, -0.8601, -3.6113], [4.2652, 2.1850, -3.7667], [4.5957, 2.4204, -2.3653], [4.8285, 2.5801, -1.2521], [3.2728, 1.7379, -3.8234], [4.2753, 3.1185, -4.3252], [4.9822, 1.4933, -4.2067], [0.9878, -6.4472, -4.7672], [0.4560, -5.1981, -5.3013], [0.0418, -4.2145, -5.7236], [0.3502, -7.2778, -5.0641], [1.9939, -6.6111, -5.1488], [1.0245, -6.3956, -3.6804], [2.1405, 6.3403, -4.2266], [3.2684, 5.7310, -4.9216], [4.1568, 5.2516, -5.4694], [2.3863, 6.5018, -3.1778], [1.9068, 7.3004, -4.6832], [1.2685, 5.6919, -4.2882], [2.4839, 7.5165, 1.7105], [2.0987, 7.6638, 0.3114], [1.7904, 7.7745, -0.7884], [3.5184, 7.1839, 1.7728], [2.3803, 8.4706, 2.2239], [1.8477, 6.7761, 2.1920]], "mulliken_charge": [-1.2060, -0.0822, -0.6672, -1.2345, 0.6647, -0.8392, -0.8158, -0.7195, -0.3395, -0.7132, 0.0593, -0.6610, -0.7735, 0.2071, 0.3560, 0.2837, 0.4790, 0.0762, 0.4565, 0.2902, 0.3128, 0.2913, 0.3357, 0.3512, 0.2744, 0.2037, 0.1970, 0.2218, 0.3647, 0.1546, 0.3513, 0.2746, -0.1132, 0.3047, 0.3066, 0.2756, -0.7414, 0.3309, -0.3456, 0.2626, 0.2595, 0.2518, -0.0774, 0.3606, -0.4823, 0.3088, -0.0043, -0.0950, -0.3733, 0.3766, -0.4472, 0.1032, 0.0537, 0.2904, -0.7749, 0.3953, -0.4036, 0.2883, 0.2612, 0.2660, -0.6311, 0.4002, -0.4730, 0.1504, 0.3047, 0.2661, -0.7234, 0.2895, -0.3458, 0.2568, 0.2685, 0.2453]}

---

# 2
{"formula": "C21H41N2Pd", "method": "ωB97M-V/def2-TZVPD", "total_charge": 1, "e_tot_ha": -1061.94048, "elements": ["Pd", "C", "C", "C", "C", "C", "C", "C", "C", "C", "C", "C", "C", "C", "C", "C", "C", "C", "H", "H", "H", "H", "H", "H", "H", "H", "H", "H", "H", "H", "H", "H", "H", "H", "H", "H", "H", "H", "H", "H", "H", "H", "H", "H", "H", "H", "H", "N", "C", "C", "C", "C", "N", "H", "H", "H", "H", "H", "H", "H", "H", "H", "H", "H", "H"], "positions_angstrom": [[-0.4868, -0.6719, 0.4071], [1.5664, 0.4047, 0.8077], [1.5079, -0.1135, -0.5159], [0.4666, 0.6590, -1.2128], [-0.0494, 1.5863, -0.2703], [0.6408, 1.4711, 0.9617], [0.5109, 2.4167, 2.1257], [-0.9287, 2.3854, 2.6592], [1.4755, 2.0413, 3.2525], [0.8445, 3.8289, 1.6196], [0.0066, 0.6967, -2.6720], [-0.9135, 1.9041, -2.9120], [-0.8099, -0.5549, -3.0349], [1.1983, 0.8619, -3.6260], [2.5428, -1.1478, -0.9590], [3.0509, -1.9441, 0.2592], [1.9948, -2.1874, -1.9445], [3.7446, -0.4074, -1.5681], [2.2922, 0.1192, 1.5491], [-0.7760, 2.3517, -0.4823], [-1.1503, 1.3955, 3.0612], [-1.6488, 2.6144, 1.8722], [-1.0476, 3.1167, 3.4598], [1.2797, 1.0318, 3.6222], [1.3523, 2.7345, 4.0847], [2.5135, 2.0955, 2.9206], [0.1184, 4.1682, 0.8801], [1.8356, 3.8535, 1.1638], [0.8338, 4.5309, 2.4544], [-1.8270, 1.8460, -2.3182], [-1.2067, 1.9157, -3.9618], [-0.4039, 2.8440, -2.6951], [-1.7394, -0.5549, -2.4645], [-0.2668, -1.4725, -2.8272], [-1.0593, -0.5364, -4.0979], [1.8112, 1.7132, -3.3241], [0.8258, 1.0550, -4.6324], [1.8289, -0.0212, -3.6746], [2.2162, -2.3411, 0.8410], [3.6843, -1.3424, 0.9102], [3.6536, -2.7846, -0.0848], [1.1332, -2.6945, -1.5030], [2.7625, -2.9364, -2.1405], [1.7105, -1.7583, -2.9005], [4.1802, 0.2759, -0.8374], [3.4677, 0.1738, -2.4453], [4.5092, -1.1287, -1.8623], [-1.6623, -2.5515, -0.4137], [-3.0859, -2.1509, -0.5004], [-3.4054, -1.0906, 0.5473], [-3.5817, -1.6600, 1.9658], [-2.5384, -1.1577, 2.9554], [-1.1674, -1.5067, 2.5244], [-1.3741, -3.0042, -1.2729], [-1.5346, -3.2356, 0.3232], [-3.7507, -3.0095, -0.3750], [-3.2618, -1.7527, -1.4983], [-4.2928, -0.5374, 0.2410], [-2.5531, -0.3810, 0.5444], [-3.5454, -2.7549, 1.9399], [-4.5637, -1.3943, 2.3555], [-2.7527, -1.5753, 3.9424], [-2.6093, -0.0731, 3.0334], [-1.0641, -2.5155, 2.5476], [-0.5016, -1.1427, 3.1958]], "mulliken_charge": [0.7677, -0.1276, 0.1487, -0.8272, 0.6873, 0.2041, 1.3968, -1.4016, -1.9468, -1.6633, 1.5752, -2.2142, -1.8868, -1.7912, 1.7838, -1.9189, -1.6268, -1.6106, 0.5490, 0.8322, 0.0678, 0.3273, 0.4732, 0.3248, 0.4422, 0.3944, 0.3498, 0.3680, 0.4441, 0.3806, 0.4436, 0.4084, 0.2182, 0.0778, 0.5281, 0.3502, 0.5163, 0.2516, 0.2764, 0.3705, 0.4569, 0.1540, 0.5559, 0.2134, 0.3279, 0.2351, 0.4646, -0.4421, -0.9202, 0.2085, -0.9289, -0.5695, -0.3564, 0.2876, 0.2013, 0.4256, 0.4818, 0.6150, -0.2037, 0.3448, 0.3669, 0.4294, 0.2659, 0.2029, 0.2405]}